No. 1
A molecular structure, C41H40CeIN2O4PSeSi in a non-equilibrium geometry. Source: the OMol25 dataset; level of theory: ωB97M-V/def2-TZVPD.

```
92
Properties=species:S:1:pos:R:3:forces:R:3
C -3.5360 -10.6082 20.0571 -0.5 -0.5 -0.1
C -4.5430 -13.4417 13.5058 -0.4 -1.3 -1.2
C -7.1459 -10.1013 10.5869 0.1 -0.1 3.0
C -3.6851 -11.0716 17.6566 1.1 1.0 1.5
H -7.1893 -8.8967 19.2486 0.5 0.1 -0.1
C -12.2775 -10.1007 12.8171 1.0 -0.5 -0.9
C -8.6152 -10.0332 18.2707 0.7 -0.3 0.4
C -10.9483 -13.4996 12.9336 1.5 -0.4 0.5
H -8.5525 -16.0146 9.7470 0.3 0.2 1.3
C -4.6873 -11.9898 17.8397 -0.1 0.1 1.4
Ce -6.7818 -15.1591 15.4983 -0.7 0.2 -0.6
C -5.2408 -16.0274 10.1797 1.4 -0.1 -1.2
H -10.1378 -9.6550 15.4111 -0.7 -0.1 -0.9
C -4.7820 -19.5774 14.4132 0.5 -1.9 1.5
N -4.6122 -12.5668 15.5376 -0.3 -0.9 1.0
H -5.4322 -16.7419 9.3180 0.2 1.1 1.2
C -7.8097 -11.0549 13.1729 0.3 -2.1 0.1
H -12.4690 -13.8646 10.0536 -0.1 1.4 -0.1
C -3.9593 -14.3054 11.2429 -0.3 -0.2 1.3
C -12.3227 -11.9139 11.1110 -0.1 1.8 1.2
H -7.5871 -17.8614 13.6755 0.1 0.4 0.6
H -5.6724 -8.7625 17.3224 0.6 0.2 -0.2
H -3.4616 -15.1992 9.3860 1.8 0.2 -2.1
H -6.5523 -20.2751 17.1234 -0.6 0.1 -0.1
C -11.7926 -11.3343 12.3316 -0.7 -0.9 -0.4
C -8.0745 -10.7026 15.9787 -1.1 -0.7 1.0
H -3.7941 -12.7113 13.2203 0.0 0.5 0.8
C -5.1759 -12.1996 19.1446 1.0 0.1 0.5
H -4.9776 -11.7306 21.2419 0.2 0.0 -0.2
C -11.7630 -9.5217 13.9294 -1.4 2.0 -0.3
C -7.3290 -9.2230 11.7089 -0.2 -1.1 -1.7
H -7.3593 -12.9492 12.3794 -0.2 -1.1 0.0
H -8.6779 -15.2812 11.4747 0.3 -0.2 -0.4
H -3.0349 -10.0699 20.8585 -0.4 -0.3 0.1
C -3.1113 -10.3741 18.7730 -0.4 -0.5 -2.2
H -5.9310 -12.9658 19.2882 -0.1 0.2 0.1
H -12.9700 -9.5715 12.2097 -0.6 0.4 -0.4
Si -5.7769 -18.4572 15.4223 0.6 0.3 1.0
C -6.9074 -9.9681 16.0438 0.5 -0.5 -0.4
Se -4.4572 -16.6034 15.7237 -0.5 -0.2 0.1
C -9.1790 -15.8193 17.9239 2.2 0.2 0.5
H -7.8577 -9.0296 13.7882 -0.1 0.0 -0.3
C -7.1164 -11.4679 10.8700 -0.7 0.4 0.0
C -4.8077 -14.3601 12.4017 0.5 0.3 -0.9
O -6.9208 -15.1179 13.2686 1.3 -0.5 0.1
C -11.3962 -14.0318 11.7827 -0.7 -0.5 0.0
H -7.2444 -8.1750 11.4621 -0.1 0.2 0.5
H -7.7291 -19.2650 14.6370 -0.2 -0.5 0.0
C -4.5740 -11.5485 20.2461 -0.5 0.1 -0.6
H -9.8222 -11.3644 17.1507 1.1 0.8 -0.3
C -8.4425 -16.1813 10.8748 -0.6 1.1 -1.5
H -3.7683 -19.4549 14.8427 -0.3 -0.4 -0.3
C -6.0286 -19.3251 17.0982 0.1 2.2 0.6
H -2.3268 -9.6604 18.5229 -0.1 -0.1 0.4
H -3.2973 -10.9309 16.6635 0.1 0.2 -0.1
C -7.3996 -9.4038 18.3171 0.0 1.4 0.7
O -6.1711 -13.5763 16.8681 -0.1 -0.4 0.5
H -10.0717 -15.2674 17.7759 -0.7 0.9 -0.1
C -10.2397 -11.3706 14.1574 -0.3 0.4 1.2
C -10.9252 -12.1016 13.1536 -0.7 0.8 0.1
H -12.9248 -11.2056 10.5308 0.1 -0.7 -0.1
C -8.8881 -10.7241 17.1356 -2.1 -1.7 -1.0
H -9.1926 -10.0527 19.1778 -0.5 -0.2 -0.1
C -7.4423 -11.9202 12.1498 0.3 0.7 -0.5
I -10.3789 -14.8706 14.4365 0.0 0.1 -0.1
H -6.1853 -10.0330 15.2345 -0.1 0.3 0.0
N -5.0876 -13.5546 14.6649 0.8 1.4 -0.8
C -7.4566 -18.2156 14.7147 -0.4 -0.2 -0.8
C -6.0972 -16.0075 11.2393 -1.2 -0.4 -0.5
P -8.5490 -11.8954 14.6552 1.1 0.7 -0.2
C -5.1644 -12.7713 16.7072 -0.2 0.7 -1.4
O -8.2657 -15.6837 16.8584 -0.1 -0.2 -0.7
H -9.1407 -16.9328 11.1184 -1.2 -0.7 0.3
H -5.0330 -19.5500 17.5194 -0.3 0.4 0.0
H -3.1625 -13.5910 11.3089 0.5 0.2 -0.2
C -5.9095 -15.2042 12.3656 -1.4 0.8 0.9
H -6.9335 -9.7023 9.6304 0.1 0.3 -0.8
H -8.5806 -15.5208 18.8041 -0.9 0.2 0.1
H -9.4581 -16.8343 18.0712 -0.2 -1.2 0.0
H -6.9712 -12.2058 10.0998 0.3 -0.1 -0.2
H -11.3750 -15.1230 11.6332 0.0 0.7 0.0
C -7.6914 -9.7203 12.9621 0.2 2.2 -0.3
H -4.7152 -19.5028 13.3611 -0.1 0.1 -1.1
H -12.1922 -8.4887 14.1021 0.9 -1.3 0.6
H -8.1624 -17.8413 15.4393 -0.5 0.5 0.0
C -6.5798 -9.3146 17.2173 0.0 0.0 0.4
C -10.7034 -10.1309 14.5796 1.4 -0.4 0.7
O -7.2397 -16.7798 11.1914 1.6 -0.8 0.4
H -6.5366 -18.4611 17.7191 0.8 -2.0 -0.7
C -12.0876 -13.2062 10.8575 0.1 -2.4 -1.0
H -5.1899 -20.5906 14.7495 0.7 0.9 -0.8
C -4.1008 -15.1486 10.1741 -3.2 -1.0 2.2
```
Positions in Å, forces in eV/Å.

Calculated values
**LUMO level**: -0.916 eV
**Largest force on an atom**: 0.077 Eh/bohr
**ΔE to the lowest compared entry with this formula, charge and spin**: 158.3 kJ/mol
**Energy**: -157880.0353 eV
**Spin multiplicity**: 1
**Frontier orbital gap**: 0.257 Ha
**Net charge**: 0

---

No. 2
A molecular structure, C41H40F3N5O2SiTi in a non-equilibrium geometry. Source: the OMol25 dataset; level of theory: ωB97M-V/def2-TZVPD.

```
93
Properties=species:S:1:pos:R:3:forces:R:3
C -1.1550 -2.8819 3.6693 0.0 0.0 0.0
N -0.1386 -2.3339 1.5635 0.1 0.0 -0.2
H 4.2241 0.8771 3.7701 0.0 0.0 0.0
Ti -0.0905 0.1921 -0.1947 -0.6 0.3 -0.9
H -2.2287 -4.7507 3.7391 0.0 0.0 0.0
Si 0.7397 3.4044 -1.1913 0.1 0.0 0.0
F -3.9494 -5.5908 -6.8451 0.0 0.0 0.0
H -0.7325 -4.5447 -0.6335 0.0 0.0 0.0
C -4.8665 0.8832 1.9799 0.0 0.0 0.0
H 0.1212 0.4134 -3.0083 0.0 0.0 0.0
N -1.1060 0.8787 1.5921 0.3 0.0 0.3
C -0.2574 1.2033 2.5355 -0.3 0.1 0.3
H -4.4755 -2.0087 -2.6808 0.0 0.0 0.0
C -1.7943 -3.8156 -3.6858 0.0 0.0 0.0
C 2.4328 2.8004 -1.7938 -0.2 0.1 0.1
H -0.6580 1.1699 -5.2088 0.0 0.0 0.0
C 1.7065 -0.7849 -3.7885 0.0 0.0 0.0
H -2.6231 2.2998 1.4911 0.0 -0.1 0.1
C -0.4221 -2.0607 2.8410 0.0 -0.1 0.1
H 0.4570 0.3691 -7.2647 0.0 0.0 0.0
H 0.9267 5.6021 -2.3909 0.1 0.1 0.0
F -4.2826 -6.9062 -5.1678 0.0 0.0 0.0
H 1.6603 5.0021 0.5029 0.0 0.0 0.0
H -1.3870 2.4839 -0.5302 0.0 -0.1 0.0
H -4.3422 -2.7301 0.7748 0.0 0.0 0.0
C -3.3984 -0.8903 1.3128 0.0 0.0 0.0
C 1.8828 -0.8256 -6.1957 0.0 0.0 0.0
C 1.1373 0.9823 2.3742 0.2 0.0 0.3
C -2.2083 1.6153 3.5213 0.0 0.0 0.0
H -0.0845 -3.0267 -0.8008 0.0 0.0 0.0
C 0.2061 4.7849 -2.3714 0.0 -0.2 0.2
C -2.4288 -4.7186 -4.5123 -0.1 0.0 0.0
C -0.5539 2.0623 -1.1134 0.2 0.0 0.0
H -6.9573 0.4325 1.9889 0.0 0.0 0.0
C -5.9607 0.0550 1.8037 -0.1 0.0 0.0
C 2.8041 -0.4125 -0.5024 0.1 -0.1 -0.4
C -3.9087 -2.7698 -3.1990 0.1 0.0 0.0
N -0.1519 -3.8418 -0.1981 -0.1 0.1 -0.1
N 1.7639 -0.5411 -1.2633 0.5 0.0 0.5
O -0.7762 1.7290 3.6709 0.2 -0.1 -0.4
H -1.6555 -5.3317 1.3972 0.0 0.0 0.0
H 1.8621 -2.3226 -2.3265 0.1 0.1 0.0
H -0.9636 1.8708 -2.1131 0.0 0.0 0.0
H -1.3488 -2.5970 4.6923 0.0 0.0 0.0
C -1.3222 -4.4031 1.8401 0.1 0.0 0.0
H 1.3893 3.4223 1.2288 0.0 -0.1 0.0
H -6.6305 -1.9025 1.2367 0.0 0.0 0.0
H 0.1083 4.4042 -3.3888 0.0 0.0 -0.1
C -2.4243 1.3527 2.0154 0.0 0.1 -0.1
H 4.2585 -2.1618 -2.5130 0.0 0.0 0.0
O 3.9898 -0.8335 -0.9710 -0.5 0.1 0.3
H -2.4077 -1.2607 1.0927 0.0 0.0 0.0
N 1.4250 0.5245 1.1092 0.5 0.0 0.5
C 2.3280 -1.2378 -4.9504 0.0 0.0 0.0
C 2.1423 1.1185 3.3455 -0.2 0.0 -0.2
C -0.5521 -3.5068 1.0773 0.0 -0.1 0.1
C -1.2650 -1.1406 -1.4159 -0.1 -0.1 0.2
C -4.4973 -1.7178 1.1258 0.0 0.0 0.0
C 3.7469 -1.2179 -2.3412 0.0 0.0 -0.1
H -0.7616 5.1978 -2.0840 -0.1 0.0 0.0
C -3.5763 0.4151 1.7462 0.1 0.0 0.1
C -1.6303 -4.0786 3.1384 0.0 0.0 0.0
H -2.5482 0.7689 4.1246 0.0 0.0 0.0
H -2.6518 2.5395 3.8843 0.0 0.0 0.0
H -5.6148 -3.6141 -4.1756 0.0 0.0 0.0
C 0.1851 0.4943 -5.1435 -0.1 0.1 0.1
C 3.4399 0.7805 3.0348 -0.1 0.0 0.0
C 2.7062 0.1547 0.8364 0.4 0.1 0.4
C -4.4610 -5.6383 -5.5975 0.0 -0.1 -0.1
C 3.7325 0.2681 1.7463 -0.4 -0.1 -0.5
C 0.6287 0.0776 -3.8972 0.0 0.0 0.0
H 4.7308 -0.0461 1.4831 0.0 0.0 -0.1
C 0.9777 4.1515 0.5306 0.0 -0.1 -0.2
C -3.8062 -4.6452 -4.6881 0.0 0.0 0.0
H -0.7200 -3.8537 -3.5619 0.0 0.0 0.0
C -2.5250 -2.8295 -3.0135 -0.1 0.0 0.0
C 2.2091 -1.2872 -2.4566 0.0 -0.1 0.0
H -0.0202 -1.1299 3.2173 0.0 0.0 0.0
C -1.8624 -1.9088 -2.1504 0.1 0.1 0.0
C -5.7771 -1.2534 1.3776 0.0 0.0 0.0
H 1.8835 1.4811 4.3304 -0.1 0.0 0.0
H -5.0177 1.9106 2.2900 0.0 0.0 0.0
C 0.8080 0.0466 -6.2942 0.0 0.0 -0.1
H 3.0726 3.6590 -2.0074 0.0 0.0 0.0
H -1.8564 -5.4755 -5.0314 0.0 0.0 0.0
C -4.5450 -3.6701 -4.0336 0.0 -0.1 -0.1
H 2.3555 2.2100 -2.7080 0.0 0.0 -0.1
H 3.1656 -1.9228 -4.8899 0.0 0.0 0.0
F -5.7851 -5.4492 -5.7116 0.0 0.0 0.0
H 2.9407 2.1984 -1.0396 0.0 0.0 0.1
H 0.0305 4.5064 0.9412 -0.1 0.0 0.0
H 4.1630 -0.4359 -2.9816 0.0 -0.1 0.0
H 2.3754 -1.1868 -7.0887 0.0 0.0 0.0
```
Positions in Å, forces in eV/Å.

Calculated values
**LUMO level (spin up / spin down)**: -0.346 / -0.363 eV
**Largest force on an atom**: 0.022 Eh/bohr
**ΔE to the lowest compared entry with this formula, charge and spin**: 10.9 kJ/mol
**Energy**: -93858.9755 eV
**Spin multiplicity**: 3
**Frontier orbital gap (spin up / spin down)**: 0.213 / 0.292 Ha
**Net charge**: 0